{
  "formula": "C5H9NO2",
  "method": "ωB97M-V with the def2-TZVPD basis set",
  "relative_energy_kcal_mol": 149.3,
  "orbital_gap_ev": 7.83,
  "multiplicity": 1,
  "e_tot_ev": -10910.1023,
  "e_homo_ev": -8.1,
  "species": ["C", "C", "C", "C", "C", "N", "O", "O", "H", "H", "H", "H", "H", "H", "H", "H", "H"],
  "coordinates": [[-1.0785, -0.3622, -0.1691], [-0.3719, -0.2434, 1.1831], [2.1502, 0.3695, -0.2934], [-1.1643, 0.8552, -1.0559], [1.3418, -0.8068, 0.1889], [-2.0772, -0.3443, 0.9746], [-2.7437, -1.3892, 1.1689], [1.7617, -1.9224, 0.2716], [-1.0373, -1.3356, -0.6464], [-0.2081, -1.0654, 1.8760], [-0.1066, 0.7627, 1.4994], [1.5777, 1.2931, -0.3555], [2.6117, 0.1268, -1.2544], [2.9341, 0.5417, 0.4501], [-0.3083, 0.9231, -1.7309], [-2.0884, 0.8210, -1.6394], [-1.1930, 1.7761, -0.4676]],
  "atomic_forces_ev_per_a": [[-2.32, 0.02, 1.98], [5.32, -0.75, -1.47], [-0.16, 0.25, -0.19], [0.28, 0.08, 0.21], [0.18, -0.26, 2.02], [-2.97, -1.19, -1.84], [1.34, 1.33, -0.09], [-1.03, 1.14, -0.40], [0.03, -0.02, -0.03], [-0.43, 0.25, -0.23], [-0.20, -0.27, 0.11], [-0.09, -0.16, -0.13], [0.01, 0.06, 0.10], [0.00, -0.21, -0.06], [-0.12, -0.05, -0.06], [0.18, -0.12, 0.00], [-0.02, -0.12, 0.08]]
}